<one>
This record from OMol25 describes 4 unconnected molecules or ions with the total composition H8O4. The level of theory is ωB97M-V/def2-TZVPD.

CARTESIAN COORDINATES (ANGSTROEM)
O1 20.37 -10.18 1.38
H1 21.14 -10.05 1.87
H2 20.30 -11.12 1.48
O2 18.43 -12.88 -0.94
H3 18.10 -13.57 -1.50
H4 18.25 -12.08 -1.47
O3 16.27 -13.77 1.01
H5 16.68 -13.15 0.45
H6 16.32 -14.53 0.40
O4 19.85 -12.78 1.21
H7 20.32 -13.62 1.21
H8 19.15 -12.90 0.56

## Properties
SMILES: O.O.O.O
HOMO energy: -0.3853 Eh

---

<two>
This record from OMol25 describes 4 unconnected molecules or ions with the total composition H8O4. The level of theory is ωB97M-V/def2-TZVPD.

CARTESIAN COORDINATES (ANGSTROEM)
O1 -1.30 1.12 0.25
H1 -1.67 1.76 -0.40
H2 -1.29 0.26 -0.32
O2 -1.31 -1.15 -0.81
H3 -0.42 -1.41 -0.51
H4 -1.25 -1.39 -1.74
O3 1.38 -1.16 -0.47
H5 1.59 -0.88 0.47
H6 1.60 -0.36 -0.89
O4 1.02 0.71 1.70
H7 1.35 1.61 1.73
H8 0.30 0.88 0.98

## Properties
SMILES: O.O.O.O
HOMO energy: -0.4105 Eh

---

Stability, highest: <two>

---

<one>
This record from OMol25 describes a molecular structure, H8O4. The level of theory is ωB97M-V/def2-TZVPD.

CARTESIAN COORDINATES (ANGSTROEM)
O1 9.18 -11.52 25.18
H1 8.69 -10.76 25.49
H2 9.78 -11.17 24.53
O2 6.46 -9.02 22.68
H3 7.21 -8.51 22.99
H4 6.28 -9.65 23.38
O3 7.44 -10.14 26.18
H5 7.87 -9.46 26.69
H6 7.00 -10.69 26.82
O4 6.23 -9.93 24.50
H7 5.56 -10.30 25.07
H8 6.98 -9.79 25.08

## Properties
HOMO energy: -0.3302 Eh

---

<two>
This record from OMol25 describes a molecular structure, H8O4. The level of theory is ωB97M-V/def2-TZVPD.

CARTESIAN COORDINATES (ANGSTROEM)
O1 24.36 3.95 25.72
H1 25.08 4.41 26.15
H2 24.75 3.58 24.92
O2 22.91 4.57 27.59
H3 23.63 4.98 27.11
H4 22.57 5.27 28.15
O3 22.15 6.48 28.04
H5 22.43 7.10 27.36
H6 22.21 6.98 28.86
O4 22.16 5.61 24.54
H7 21.28 5.48 24.89
H8 22.72 5.65 25.31

## Properties
HOMO energy: -0.3628 Eh

---

Stability, highest: <two>

---

<one>
This record from OMol25 describes 4 unconnected molecules or ions with the total composition H8O4. The level of theory is ωB97M-V/def2-TZVPD.

CARTESIAN COORDINATES (ANGSTROEM)
O1 -0.62 -3.18 0.98
H1 -0.09 -2.80 1.68
H2 -1.45 -3.41 1.41
O2 1.39 2.07 1.13
H3 2.30 1.77 1.04
H4 0.86 1.28 1.00
O3 0.21 2.17 -2.46
H5 -0.34 2.73 -2.99
H6 -0.08 1.28 -2.67
O4 -0.71 -0.34 0.55
H7 -0.98 -0.29 -0.37
H8 -0.49 -1.26 0.69

## Properties
SMILES: O.O.O.O
HOMO energy: -0.3941 Eh

---

<two>
This record from OMol25 describes 4 unconnected molecules or ions with the total composition H8O4. The level of theory is ωB97M-V/def2-TZVPD.

CARTESIAN COORDINATES (ANGSTROEM)
O1 0.22 -1.90 -1.66
H1 0.97 -2.39 -1.54
H2 0.31 -1.01 -1.43
O2 1.34 1.08 1.15
H3 1.18 2.01 1.08
H4 2.33 1.07 1.46
O3 2.23 -0.78 0.80
H5 2.73 -0.87 1.63
H6 1.76 -1.70 0.74
O4 -4.06 1.51 -0.41
H7 -3.83 2.24 0.10
H8 -3.34 1.38 -1.05

## Properties
SMILES: O.O.O.O
HOMO energy: -0.3982 Eh

---

Stability, highest: <one>

---

<one>
This record from OMol25 describes 4 unconnected molecules or ions with the total composition H8O4. The level of theory is ωB97M-V/def2-TZVPD.

CARTESIAN COORDINATES (ANGSTROEM)
O1 9.74 -0.43 29.40
H1 9.65 0.56 29.54
H2 9.03 -0.70 28.84
O2 6.85 -3.93 29.85
H3 7.68 -4.31 29.53
H4 6.94 -3.17 30.46
O3 5.50 -0.32 29.91
H5 4.92 -0.88 29.38
H6 4.97 -0.03 30.61
O4 7.69 -1.71 30.96
H7 8.48 -1.30 30.64
H8 7.05 -1.18 30.55

## Properties
SMILES: O.O.O.O
HOMO energy: -0.3807 Eh

---

<two>
This record from OMol25 describes a molecular structure, H8O4. The level of theory is ωB97M-V/def2-TZVPD.

CARTESIAN COORDINATES (ANGSTROEM)
O1 -1.66 -0.67 -1.43
H1 -2.50 -0.51 -1.00
H2 -1.03 -0.17 -0.92
O2 0.03 0.13 -0.19
H3 0.46 0.70 0.45
H4 0.64 0.10 -0.93
O3 1.41 1.59 1.04
H5 1.73 2.46 0.80
H6 2.11 0.99 0.76
O4 -0.19 -1.69 0.77
H7 -0.84 -2.14 0.23
H8 -0.16 -0.80 0.43

## Properties
HOMO energy: -0.3479 Eh

---

Stability, highest: <one>

---

<one>
This record from OMol25 describes a molecular structure, C11H11NO3. The level of theory is ωB97M-V/def2-TZVPD.

CARTESIAN COORDINATES (ANGSTROEM)
C1 -2.32 1.63 -1.02
C2 -1.97 0.68 -2.03
C3 -1.67 1.79 0.21
C4 -1.12 -0.36 -1.60
C5 -0.72 0.86 0.51
C6 -0.45 -0.22 -0.33
C7 1.08 -3.17 1.40
C8 0.38 -1.28 0.00
C9 1.03 -1.65 1.38
C10 2.18 -0.97 0.76
C11 2.60 0.40 1.01
N1 2.95 -1.87 -0.03
O1 0.15 -3.81 0.93
O2 2.69 -3.05 0.16
O3 3.65 -1.36 -0.86
H1 -2.96 2.43 -1.37
H2 -2.34 0.81 -3.07
H3 -2.12 2.40 0.94
H4 -1.10 -1.29 -2.23
H5 -0.08 1.06 1.30
H6 1.80 -3.75 1.99
H7 0.42 -2.03 -0.72
H8 0.51 -1.04 2.07
H9 1.66 1.14 0.86
H10 3.18 0.68 0.12
H11 3.09 0.72 1.97

## Properties
HOMO energy: -0.3025 Eh

---

<two>
This record from OMol25 describes a single C11H11NO3 molecule. The level of theory is ωB97M-V/def2-TZVPD.

CARTESIAN COORDINATES (ANGSTROEM)
O1 -1.52 -1.61 1.50
C1 -1.16 -0.67 0.85
N1 -1.69 0.56 0.78
C2 -1.14 1.43 -0.14
C3 -1.46 2.73 -0.45
C4 -0.81 3.32 -1.54
C5 0.07 2.50 -2.30
C6 0.43 1.22 -1.91
C7 -0.08 0.73 -0.76
C8 0.19 -0.60 0.09
O2 0.44 -1.60 -0.76
C9 1.55 -2.49 -0.25
C10 1.43 -2.65 1.26
C11 1.68 -1.27 1.83
O3 1.21 -0.24 1.00
H1 -2.36 0.82 1.50
H2 -2.28 3.34 0.07
H3 -1.01 4.40 -1.79
H4 0.47 2.88 -3.25
H5 1.12 0.66 -2.51
H6 2.51 -1.96 -0.60
H7 1.49 -3.44 -0.83
H8 0.51 -3.12 1.61
H9 2.21 -3.30 1.63
H10 2.70 -1.12 1.97
H11 1.16 -1.05 2.79

## Properties
SMILES: O=C1Nc2ccccc2C12OCCCO2
HOMO energy: -0.3058 Eh

---

Stability, highest: <two>

---

<one>
This record from OMol25 describes 2 unconnected molecules or ions with the total composition C2H7O2. The level of theory is ωB97M-V/def2-TZVPD.

CARTESIAN COORDINATES (ANGSTROEM)
C1 -0.72 0.15 -0.79
O1 0.49 0.09 -1.37
C2 -0.75 0.54 0.72
H1 -1.41 0.89 -1.25
H2 -1.26 -0.83 -0.81
H3 -1.79 0.72 1.01
H4 -0.35 -0.20 1.43
H5 -0.14 1.41 0.97
H6 1.70 -0.55 -0.62
H7 1.84 -1.24 0.73
O2 2.38 -0.98 -0.01

## Properties
Net charge: -1
HOMO energy: -0.1066 Eh

---

<two>
This record from OMol25 describes 2 unconnected molecules or ions with the total composition C2H7O2. The level of theory is ωB97M-V/def2-TZVPD.

CARTESIAN COORDINATES (ANGSTROEM)
C1 0.30 -0.67 -0.07
O1 0.29 0.37 -0.98
C2 1.01 -0.18 1.33
H1 0.87 -1.50 -0.46
H2 -0.80 -0.98 0.31
H3 0.62 -0.69 2.22
H4 0.77 0.89 1.44
H5 2.12 -0.17 1.17
H6 -1.01 0.74 -1.21
H7 -2.09 1.11 -2.32
O2 -2.08 1.08 -1.42

## Properties
Net charge: -1
HOMO energy: -0.1219 Eh

---

<three>
This record from OMol25 describes 2 unconnected molecules or ions with the total composition C2H7O2. The level of theory is ωB97M-V/def2-TZVPD.

CARTESIAN COORDINATES (ANGSTROEM)
C1 -0.32 -0.26 0.57
O1 0.94 0.07 0.14
C2 -0.93 -1.26 -0.44
H1 -1.11 0.53 0.75
H2 -0.18 -0.84 1.49
H3 -0.16 -2.01 -0.82
H4 -1.38 -0.64 -1.12
H5 -1.70 -1.97 -0.07
H6 1.57 1.32 -0.32
H7 1.44 2.75 0.23
O2 1.84 2.30 -0.40

## Properties
Net charge: -1
HOMO energy: -0.1058 Eh

---

<four>
This record from OMol25 describes a molecular structure, C2H7O2. The level of theory is ωB97M-V/def2-TZVPD.

CARTESIAN COORDINATES (ANGSTROEM)
C1 -0.12 0.16 -0.80
O1 -1.05 -0.17 0.17
C2 1.11 -0.78 -0.73
H1 0.27 1.19 -0.68
H2 -0.63 -0.04 -1.76
H3 1.47 -0.81 0.30
H4 1.95 -0.48 -1.36
H5 0.78 -1.80 -0.93
H6 -0.90 0.34 1.34
H7 -1.79 1.47 2.05
O2 -1.07 0.92 2.40

## Properties
Net charge: -1
HOMO energy: -0.1290 Eh

---

Stability, highest: <one>

---

<one>
This record from OMol25 describes a molecular structure, C2H7O2. The level of theory is ωB97M-V/def2-TZVPD.

CARTESIAN COORDINATES (ANGSTROEM)
O1 2.09 -1.65 1.07
H1 2.95 -1.26 1.19
C1 -0.35 -0.13 -0.33
O2 0.94 0.18 -0.02
C2 -1.31 1.08 -0.37
H2 -0.78 -0.84 0.40
H3 -0.46 -0.65 -1.32
H4 1.55 -0.78 0.57
H5 -1.44 1.44 -1.39
H6 -0.88 1.86 0.25
H7 -2.31 0.75 -0.05

## Properties
Net charge: -1
HOMO energy: -0.1230 Eh

---

<two>
This record from OMol25 describes 2 unconnected molecules or ions with the total composition C2H7O2. The level of theory is ωB97M-V/def2-TZVPD.

CARTESIAN COORDINATES (ANGSTROEM)
O1 2.36 -0.22 1.39
H1 2.97 0.39 0.99
C1 -0.14 -0.17 -0.20
O2 0.18 0.69 0.85
C2 -1.61 0.00 -0.66
H2 0.60 0.00 -1.00
H3 0.08 -1.21 0.09
H4 1.24 0.46 1.14
H5 -1.69 -0.81 -1.40
H6 -2.46 -0.04 0.01
H7 -1.54 0.93 -1.21

## Properties
Net charge: -1
HOMO energy: -0.1249 Eh

---

Stability, highest: <one>

---

<one>
This record from OMol25 describes 2 unconnected molecules or ions with the total composition C6H14O. The level of theory is ωB97M-V/def2-TZVPD.

CARTESIAN COORDINATES (ANGSTROEM)
C1 -1.51 -0.97 -2.01
C2 -0.79 0.25 -1.37
C3 -0.37 0.50 -0.10
C4 -0.55 -0.50 0.98
C5 0.23 1.87 0.32
C6 1.72 1.72 0.45
H1 -1.44 -1.82 -1.31
H2 -1.00 -1.24 -2.95
H3 -2.57 -0.78 -2.22
H4 -0.56 0.99 -2.15
H5 -1.51 -0.26 1.45
H6 0.25 -0.41 1.74
H7 -0.58 -1.54 0.62
H8 -0.21 2.15 1.30
H9 -0.03 2.67 -0.40
H10 2.09 2.72 0.74
H11 2.21 1.42 -0.50
H12 2.00 1.00 1.23
O1 0.90 -2.85 1.70
H13 0.30 -2.90 0.92
H14 1.41 -2.02 1.56

## Properties
SMILES: C/C=C(\C)CC.O
HOMO energy: -0.3255 Eh

---

<two>
This record from OMol25 describes a single C6H14O molecule. The level of theory is ωB97M-V/def2-TZVPD.

CARTESIAN COORDINATES (ANGSTROEM)
C1 2.64 0.00 -2.12
C2 2.08 -0.45 -0.77
C3 0.56 -0.64 -0.81
C4 -0.13 -0.38 0.53
C5 -1.58 0.04 0.36
O1 -2.05 0.55 1.58
C6 -3.26 1.24 1.44
H1 3.72 0.14 -2.09
H2 2.18 0.95 -2.41
H3 2.41 -0.73 -2.90
H4 2.58 -1.38 -0.44
H5 2.32 0.31 -0.01
H6 0.16 0.07 -1.55
H7 0.31 -1.64 -1.19
H8 0.37 0.45 1.04
H9 -0.06 -1.25 1.20
H10 -1.63 0.82 -0.42
H11 -2.21 -0.80 0.01
H12 -3.17 2.04 0.69
H13 -3.49 1.69 2.41
H14 -4.08 0.58 1.14

## Properties
SMILES: CCCCCOC
HOMO energy: -0.3600 Eh

---

<three>
This record from OMol25 describes a single C6H14O molecule. The level of theory is ωB97M-V/def2-TZVPD.

CARTESIAN COORDINATES (ANGSTROEM)
C1 -0.78 -1.68 -2.01
O1 0.29 -1.33 -1.17
C2 -0.08 -1.03 0.16
C3 0.23 0.43 0.53
C4 -0.17 0.65 1.99
C5 1.73 0.69 0.34
C6 -0.58 1.36 -0.38
H1 -1.50 -0.86 -2.14
H2 -1.32 -2.56 -1.63
H3 -0.35 -1.93 -2.99
H4 0.50 -1.70 0.83
H5 -1.15 -1.24 0.33
H6 -1.24 0.49 2.14
H7 0.06 1.68 2.30
H8 0.38 -0.03 2.66
H9 2.03 0.46 -0.68
H10 2.32 0.06 1.02
H11 1.97 1.74 0.55
H12 -0.33 1.19 -1.43
H13 -0.36 2.41 -0.15
H14 -1.66 1.21 -0.25

## Properties
SMILES: COCC(C)(C)C
HOMO energy: -0.3533 Eh

---

Stability, highest: <three>